No. 1
DFT (ωB97M-V with the def2-TZVPD basis set) results for the ion C10H20P with charge +1 in a non-equilibrium geometry.

The value obtained for the largest force on an atom is 3.84 eV/A. Its HOMO energy is -13.28 eV. As for the total energy: -734.0042 Ha. For the HOMO-LUMO gap, the calculation gives 9.707 eV. The spin multiplicity is 1. The calculation puts the lowest unoccupied orbital energy at -3.57 eV. As for the total charge: +1. For the energy relative to the best compared isomer or geometry (same formula, charge and spin), the calculation gives 292.3 kJ/mol.

Each line ends with the Löwdin charge.
Geometry (Å):
C1 0.7848 1.8434 -0.5623  -0.28
C2 0.4543 2.8727 -1.5208  -0.17
C3 -0.0917 1.7659 0.7714  -0.23
C4 0.5306 4.0356 -0.8981  0.05
C5 1.7285 -0.3565 1.8364  -0.10
C6 1.7756 -1.7710 -0.3615  -0.09
C7 -2.1921 -0.7889 1.3137  -0.12
C8 -2.3048 -1.4716 -1.0773  -0.13
C9 0.9201 -1.0153 0.7061  -0.48
C10 -1.9993 -0.4295 -0.1412  -0.55
P1 -0.2298 0.2062 -0.0830  1.14
H1 1.8441 1.5923 -0.5836  0.12
H2 0.2533 2.7890 -2.6097  0.13
H3 0.4414 2.0128 1.6764  0.09
H4 -1.0526 2.3508 0.4711  0.14
H5 0.6815 4.0061 0.1254  0.06
H6 0.4972 4.9051 -1.4782  0.07
H7 1.0689 0.2506 2.5049  0.07
H8 2.5022 0.2933 1.4580  0.08
H9 2.0086 -1.2676 2.4580  0.12
H10 2.6145 -2.2892 -0.0442  0.05
H11 2.2441 -1.1161 -1.0754  0.07
H12 1.2341 -2.4959 -0.9907  0.09
H13 -1.3041 -0.4212 1.9470  0.08
H14 -2.4963 -1.8573 1.5910  0.13
H15 -2.9881 -0.1569 1.7028  0.09
H16 -2.1574 -1.1612 -2.1943  0.13
H17 -3.3302 -1.7441 -0.8061  0.10
H18 -1.6661 -2.4095 -0.9132  0.11
H19 0.2283 -1.7330 1.1843  0.11
H20 -2.6143 0.5117 -0.2753  0.14

No. 2
DFT (ωB97M-V with the def2-TZVPD basis set) results for a structure of composition C10H21AlBrClFNO7S2 in a non-equilibrium geometry.

The value obtained for the largest force on an atom is 9.60 eV/A. Its HOMO energy is -6.08 eV. As for the total energy: -5147.4101 Ha. For the HOMO-LUMO gap, the calculation gives 2.059 eV. The spin multiplicity is 1. The calculation puts the lowest unoccupied orbital energy at -4.02 eV.

Each line ends with the Löwdin charge.
Geometry (Å):
O1 5.3518 4.1163 1.2527  -0.59
C1 4.5800 3.4242 0.4051  -0.06
C2 4.9856 1.8367 0.0705  -0.18
C3 3.5444 0.9940 -0.0301  -0.64
S1 2.6699 1.3055 1.6093  0.79
N1 2.8303 1.5529 -1.2410  -0.06
C4 1.3950 1.0880 -1.3486  -0.23
C5 0.2745 2.1499 -0.7970  -0.17
C6 -0.6883 1.5533 0.3944  -0.17
F1 -1.1845 0.1769 0.1649  -0.14
C7 3.9810 -0.5933 -0.1665  -0.47
O2 5.2251 -0.9795 0.2325  -0.53
O3 3.1125 -1.6795 -0.6686  -0.28
H1 3.6105 3.8366 -0.1180  0.15
H2 5.5369 1.7751 -0.9833  0.16
H3 5.6555 1.4916 0.9660  -0.09
H4 1.9028 0.2017 2.0135  -0.06
H5 3.3625 1.1962 -2.0699  0.12
H6 1.1680 0.0533 -0.8495  0.12
H7 1.1804 0.9479 -2.5139  0.11
H8 -0.4318 2.5945 -1.6483  0.12
H9 0.8739 3.0863 -0.3771  0.11
H10 -0.1982 1.6366 1.4780  0.09
H11 -1.6516 2.2529 0.4486  0.13
Al1 7.1484 0.1872 1.3125  0.98
Br1 5.3484 -2.1528 -1.8195  0.34
O4 -6.7055 -3.8958 0.1656  -0.29
S2 -6.5918 -2.5809 0.7579  0.62
O5 -6.6856 -1.3711 -0.0311  -0.29
O6 -5.2313 -2.5169 1.6533  -0.27
C8 -3.9967 -2.8630 1.0429  -0.28
C9 -3.4735 -1.7361 0.1722  -0.09
C10 -7.7465 -2.4633 2.1022  -0.13
H12 -4.0909 -3.7933 0.4731  0.12
H13 -3.2821 -3.0507 1.8513  0.12
H14 -4.1141 -1.5854 -0.7017  0.07
H15 -2.4635 -1.9588 -0.1833  0.08
H16 -3.4563 -0.7925 0.7270  0.08
H17 -7.6438 -3.3465 2.7345  0.07
H18 -8.7523 -2.4190 1.6798  0.08
H19 -7.5399 -1.5528 2.6673  0.07
Cl1 6.6477 5.0506 2.1092  0.41
O7 1.6576 -0.1244 -4.0879  -0.07
H20 2.2392 -0.8423 -3.7958  0.05
H21 1.6464 -0.2101 -5.0531  0.05

No. 3
DFT (ωB97M-V with the def2-TZVPD basis set) results for a cluster of 2 separate species, C10H21BF4O10PS2 in total in a non-equilibrium geometry.

The value obtained for the largest force on an atom is 6.43 eV/A. Its HOMO energy is -4.19 eV. As for the total energy: -2707.8666 Ha. For the HOMO-LUMO gap, the calculation gives 5.934 eV. The spin multiplicity is 1. The calculation puts the lowest unoccupied orbital energy at 1.74 eV. As for the total charge: -1.

Each line ends with the Löwdin charge.
Geometry (Å):
C1 -0.2510 3.6341 0.7663  -0.10
B1 -1.3927 3.2875 -0.3833  -0.46
O1 -1.0337 3.6352 -1.7929  -0.05
P1 -3.0393 2.4594 0.1434  0.53
C2 -4.8057 1.9521 0.6601  -0.31
F1 -4.7923 1.3556 2.0480  -0.08
F2 -5.7299 3.1356 0.7080  -0.08
C3 -5.5271 0.8450 -0.3096  -0.10
F3 -6.8957 0.6013 0.2827  -0.09
F4 -5.7941 1.3330 -1.7022  -0.06
O2 -2.3492 1.3110 1.3067  -0.34
C4 -2.0903 -0.0126 0.6595  -0.15
C5 -1.9129 0.2466 -0.9832  -0.31
C6 -2.1204 -1.1052 -1.8953  -0.13
C7 -0.7188 -1.6056 -2.6446  -0.20
C8 0.0526 -2.7838 -1.7885  -0.22
S1 1.5985 -2.2129 -0.8960  0.80
O3 1.7595 -0.6680 -0.8231  -0.37
O4 1.7203 -2.8515 0.5193  -0.41
O5 2.9458 -2.8281 -1.7986  -0.25
O6 -2.8463 1.3795 -1.2087  -0.33
H1 0.0957 4.7482 0.6615  0.06
H2 0.6678 2.9247 0.5769  0.07
H3 -0.7328 3.3677 1.8018  0.06
H4 -0.8975 2.7937 -2.3353  0.09
H5 -3.1072 3.4714 1.2063  0.03
H6 -3.6374 3.5079 -0.6849  0.03
H7 -5.0002 -0.2248 -0.2983  0.16
H8 -3.0799 -0.6551 0.6609  0.11
H9 -1.0719 -0.5607 0.9272  0.13
H10 -0.7600 0.4260 -1.0691  0.12
H11 -2.4953 -2.0064 -1.2331  0.11
H12 -2.9936 -0.8987 -2.6754  0.13
H13 -1.0657 -2.0567 -3.6936  0.12
H14 0.0136 -0.6981 -2.8614  0.12
H15 0.3918 -3.5957 -2.5942  0.12
H16 -0.6836 -3.2928 -1.0082  0.13
H17 3.7323 -2.8709 -1.1489  0.10
C9 5.2608 -0.8135 2.8918  -0.17
C10 4.9851 -2.1736 2.2564  -0.17
O7 5.6911 -2.1570 1.0179  -0.21
S2 7.0345 -1.2473 1.1860  0.68
O8 8.1481 -2.1315 1.4492  -0.24
O9 7.0484 -0.2547 0.1368  -0.23
O10 6.6224 -0.5184 2.5849  -0.20
H18 4.6344 -0.0351 2.4443  0.14
H19 5.1078 -0.8248 3.9743  0.14
H20 3.9192 -2.3473 2.0904  0.12
H21 5.3948 -2.9845 2.8679  0.13

No. 4
DFT (ωB97M-V with the def2-TZVPD basis set) results for a cluster of 2 separate species, C10H21BN2 in total in a non-equilibrium geometry.

The value obtained for the largest force on an atom is 5.39 eV/A. Its HOMO energy is -7.15 eV. As for the total energy: -527.8694 Ha. For the HOMO-LUMO gap, the calculation gives 7.917 eV. The spin multiplicity is 1. The calculation puts the lowest unoccupied orbital energy at 0.77 eV. For the energy relative to the best compared isomer or geometry (same formula, charge and spin), the calculation gives 125.6 kJ/mol.

Each line ends with the Löwdin charge.
Geometry (Å):
B1 -1.3195 -0.0871 0.5040  -0.26
C1 2.4843 0.4589 -0.2018  -0.30
C2 1.7814 -0.5668 0.3665  -0.33
C3 -3.1428 -0.7597 -0.7393  -0.12
C4 -3.0906 0.8181 -0.6866  -0.15
C5 2.1171 1.8898 0.2630  -0.07
C6 3.6102 0.4656 -1.2099  -0.07
C7 2.2277 -2.0375 0.3598  -0.06
C8 -1.8725 -2.6036 0.1858  -0.03
C9 -1.7544 2.5372 0.3261  -0.06
C10 0.7983 -0.2848 1.4285  -0.04
N1 -1.9886 -1.1846 0.0150  -0.09
N2 -2.0436 1.1049 0.2360  -0.09
H1 -4.0072 -1.1362 -0.2560  0.10
H2 -3.0684 -1.1597 -1.8692  0.16
H3 -2.8379 1.2952 -1.6262  0.12
H4 -3.9724 1.2498 -0.3160  0.10
H5 1.1358 2.0278 0.0603  0.00
H6 2.5119 2.1034 1.3724  0.13
H7 2.7762 2.4899 -0.4071  0.06
H8 4.0335 1.4252 -1.5267  0.07
H9 4.4056 -0.1680 -0.7796  0.08
H10 3.2047 -0.0659 -2.0777  0.08
H11 1.8919 -2.5254 -0.4652  0.02
H12 3.3477 -2.1373 0.1273  0.10
H13 1.9068 -2.6738 1.2185  0.08
H14 -2.0909 -2.9849 -0.8243  0.11
H15 -0.9149 -2.7761 0.3874  0.04
H16 -2.5245 -2.9079 0.9103  0.07
H17 -1.6520 3.0426 -0.6144  0.07
H18 -2.4826 3.1450 0.7505  0.05
H19 -0.7901 2.5746 0.9743  0.11
H20 0.5748 -1.2214 2.0603  0.06
H21 0.7448 0.6528 2.0541  0.05